1 | Below is the molecule C24H30N4O4, with properties calculated with wB97M-V/def2-TZVPD.

Geometry (Å):
C (-0.83467, -5.66127, 0.28405)
O (0.32122, -5.05594, -0.24401)
C (0.19848, -3.81934, -0.80047)
C (1.39253, -3.18723, -1.15189)
C (1.38349, -1.91508, -1.67619)
C (0.17906, -1.23853, -1.86871)
N (0.20607, 0.06407, -2.37653)
C (-0.61661, 1.15257, -2.17185)
O (-0.67165, 2.00747, -3.04370)
N (-1.27439, 1.28362, -0.98505)
C (-2.16143, 2.42656, -0.86041)
C (-3.63722, 2.06218, -1.04623)
C (-4.18612, 1.14196, 0.04758)
N (-3.84707, 1.59409, 1.38897)
C (-4.57946, 2.78647, 1.76427)
C (-4.04861, 0.54170, 2.36580)
C (-1.03276, 0.51160, 0.21312)
C (0.41269, 0.25848, 0.52857)
C (1.42374, 1.08267, 0.17903)
C (2.78627, 0.75345, 0.45009)
C (3.85050, 1.57502, 0.05639)
C (5.15442, 1.20046, 0.31565)
O (6.26004, 1.91795, -0.02261)
C (6.08415, 3.14466, -0.68978)
C (5.40500, -0.01309, 0.97817)
C (4.37256, -0.82730, 1.37129)
C (3.05039, -0.45656, 1.11421)
N (1.99772, -1.24375, 1.49880)
C (0.67303, -0.98626, 1.25020)
O (-0.18857, -1.76500, 1.62769)
C (-1.01127, -1.89947, -1.59362)
C (-1.00548, -3.17223, -1.05033)
H (-0.49381, -6.57229, 0.77386)
H (-1.31929, -5.01034, 1.01791)
H (-1.54885, -5.92329, -0.50385)
H (2.32047, -3.71179, -0.98576)
H (2.31361, -1.42404, -1.92396)
H (0.83014, 0.21585, -3.15742)
H (-2.01789, 2.88362, 0.12047)
H (-1.87807, 3.13982, -1.63838)
H (-4.21074, 2.98966, -1.07921)
H (-3.76177, 1.56613, -2.01021)
H (-3.75719, 0.14633, -0.07930)
H (-5.28044, 1.04987, -0.08054)
H (-4.35694, 3.59080, 1.06689)
H (-4.26394, 3.09806, 2.75930)
H (-5.66928, 2.62502, 1.77828)
H (-3.74623, 0.90696, 3.34652)
H (-3.42724, -0.31616, 2.11315)
H (-5.09794, 0.21304, 2.42566)
H (-1.52173, -0.46950, 0.18122)
H (-1.49097, 1.06050, 1.04233)
H (1.21554, 2.00438, -0.34686)
H (3.61625, 2.49572, -0.45381)
H (7.08646, 3.53541, -0.85672)
H (5.58342, 3.00952, -1.65374)
H (5.51564, 3.85473, -0.08080)
H (6.43127, -0.28388, 1.16688)
H (4.57579, -1.75821, 1.87936)
H (2.19580, -2.11927, 1.96851)
H (-1.95067, -1.41479, -1.81664)
H (-1.94749, -3.64576, -0.82564)

As for the total charge: 0. For the lowest unoccupied orbital energy, the calculation gives 0.32 eV. The HOMO energy comes out at -7.782 eV. The HOMO-LUMO gap is 0.2976 Ha. The SMILES is COc1ccc(NC(=O)N(CCCN(C)C)Cc2cc3cc(OC)ccc3[nH]c2=O)cc1. Its molecular weight is 438.528 Da.


2 | Below is the molecule C24H30N4O4, with properties calculated with wB97M-V/def2-TZVPD.

Geometry (Å):
C (7.83369, -1.90525, -6.57523)
C (6.34584, -2.18350, -6.42954)
O (5.97971, -1.87402, -5.09945)
C (4.68701, -2.03591, -4.71504)
C (4.39819, -1.70564, -3.38861)
C (3.12136, -1.82636, -2.88828)
C (2.09338, -2.28459, -3.71079)
N (0.77996, -2.42117, -3.25883)
C (0.24142, -2.15350, -2.05843)
O (0.79020, -1.72501, -1.05735)
C (-1.26495, -2.44830, -2.08015)
O (-1.82235, -2.83311, -3.09700)
N (-1.83265, -2.24319, -0.89322)
C (-3.24621, -2.29003, -0.62838)
C (-3.69258, -0.94017, -0.05393)
N (-2.88372, -0.61926, 1.10931)
C (-2.63299, 0.79766, 1.29169)
C (-1.58310, 0.97883, 2.39199)
N (-2.05134, 0.37083, 3.61117)
C (-2.32134, 1.00364, 4.77659)
O (-2.74076, 0.41216, 5.75497)
C (-2.05674, 2.47736, 4.80555)
C (-0.98905, 2.97096, 5.54249)
C (-0.77103, 4.33456, 5.62613)
C (-1.61871, 5.23226, 4.99119)
C (-1.39792, 6.71097, 5.08757)
C (-2.69744, 4.73140, 4.27020)
C (-2.91716, 3.37062, 4.17649)
C (-2.36089, -1.03183, 3.44998)
C (-3.39494, -1.20133, 2.33828)
C (2.37685, -2.61708, -5.03020)
C (3.65935, -2.49585, -5.53326)
H (8.39526, -2.51816, -5.87574)
H (8.15521, -2.13177, -7.58777)
H (8.03781, -0.86004, -6.36021)
H (5.77348, -1.56227, -7.13283)
H (6.13534, -3.24096, -6.64287)
H (5.20314, -1.35202, -2.76445)
H (2.90775, -1.56853, -1.86442)
H (0.09449, -2.76376, -3.93134)
H (-1.24428, -1.86142, -0.15994)
H (-3.45834, -3.09626, 0.08102)
H (-3.75802, -2.50244, -1.56932)
H (-4.76867, -0.97023, 0.17610)
H (-3.52870, -0.17279, -0.81385)
H (-2.24867, 1.21294, 0.35781)
H (-3.55113, 1.34598, 1.56953)
H (-1.37497, 2.03654, 2.55239)
H (-0.66037, 0.47478, 2.08038)
H (-0.33008, 2.28127, 6.04844)
H (0.06777, 4.70543, 6.19753)
H (-2.18291, 7.16858, 5.68937)
H (-1.42778, 7.16810, 4.09982)
H (-0.43879, 6.93284, 5.54822)
H (-3.37231, 5.41804, 3.77893)
H (-3.76582, 2.99788, 3.62054)
H (-2.74633, -1.40225, 4.40110)
H (-1.44641, -1.57329, 3.18522)
H (-3.58330, -2.26387, 2.17957)
H (-4.34166, -0.72168, 2.64580)
H (1.58495, -2.97442, -5.67287)
H (3.84224, -2.76238, -6.56207)

As for the total charge: 0. For the lowest unoccupied orbital energy, the calculation gives 0.72 eV. The HOMO energy comes out at -8.028 eV. The HOMO-LUMO gap is 0.3213 Ha. The SMILES is CCOc1ccc(NC(=O)C(=O)NCCN2CCN(C(=O)c3ccc(C)cc3)CC2)cc1. Its molecular weight is 438.528 Da.


2 takes first place; second place is 0.971 eV up.


1 | Below is a 4-piece molecular cluster, C3H12O4 overall, with properties calculated with wB97M-V/def2-TZVPD.

Geometry (Å):
C (0.86135, 1.78365, -1.47039)
C (0.94347, 0.95938, -0.42258)
C (2.15286, 0.10812, -0.13279)
O (-0.13897, 0.74661, 0.42356)
H (1.74391, 1.86289, -2.08959)
H (-0.03206, 2.34636, -1.69975)
H (2.57515, -0.13801, -1.09725)
H (1.82582, -0.80660, 0.35621)
H (2.89239, 0.62889, 0.45742)
H (-0.63397, 1.57490, 0.50810)
O (-0.98303, -2.10967, 0.21509)
H (-1.48096, -2.40691, 0.97482)
H (-0.55642, -1.25674, 0.33255)
O (-1.73476, 3.00109, 3.02504)
H (-1.84384, 3.84181, 3.50057)
H (-0.89614, 2.69801, 3.39311)
O (-0.39632, -3.84216, -2.35263)
H (-0.37125, -3.42413, -1.48249)
H (-1.14286, -4.44443, -2.30066)

As for the total charge: 0. For the lowest unoccupied orbital energy, the calculation gives 0.46 eV. The HOMO energy comes out at -9.197 eV. The HOMO-LUMO gap is 0.3549 Ha. The SMILES is C=C(C)O.O.O.O. Its molecular weight is 112.125 Da.


2 | Below is a 4-piece molecular cluster, C3H12O4 overall, with properties calculated with wB97M-V/def2-TZVPD.

Geometry (Å):
C (-0.01340, 0.01107, -0.88424)
C (0.76102, -0.32384, 0.15254)
C (0.32706, -1.32818, 1.17659)
O (1.94345, 0.25812, 0.46787)
H (-0.84349, -0.62761, -1.15393)
H (0.19514, 0.84740, -1.53426)
H (-0.65717, -1.74767, 0.99988)
H (0.35989, -0.85514, 2.15766)
H (1.03068, -2.14908, 1.21589)
H (2.51575, 0.32934, -0.31195)
O (-2.45924, 0.78196, 1.30737)
H (-2.58432, 0.93865, 2.25208)
H (-1.52498, 0.57938, 1.14007)
O (4.21258, 0.01129, -1.20043)
H (4.51048, 0.79429, -1.67700)
H (4.44470, -0.71540, -1.78812)
O (-4.32745, 0.88499, -1.01916)
H (-3.84982, 0.50850, -0.26660)
H (-4.04089, 1.80194, -1.03428)

As for the total charge: 0. For the lowest unoccupied orbital energy, the calculation gives 0.34 eV. The HOMO energy comes out at -9.001 eV. The HOMO-LUMO gap is 0.3432 Ha. The SMILES is C=C(C)O.O.O.O. Its molecular weight is 112.125 Da.


3 | Below is a 4-piece molecular cluster, C3H12O4 overall, with properties calculated with wB97M-V/def2-TZVPD.

Geometry (Å):
C (2.46629, 0.41821, -0.39918)
C (1.69805, 0.19145, -1.44717)
C (0.49334, -0.71508, -1.36911)
O (-0.71539, 0.03368, -1.35604)
H (3.27600, 1.13159, -0.40317)
H (2.27520, -0.16328, 0.49235)
H (1.78064, 0.81893, -2.33188)
H (0.62203, -1.27435, -0.43099)
H (0.50314, -1.47405, -2.16375)
H (-1.20217, -0.33002, -0.60578)
O (-0.71683, 1.90683, 0.71094)
H (-0.79981, 2.85833, 0.77658)
H (-0.36529, 1.68502, -0.16355)
O (-0.56794, -0.10618, 2.33532)
H (-1.37818, 0.09354, 2.82116)
H (-0.56933, 0.61493, 1.67541)
O (-2.30666, -1.67633, 0.31265)
H (-2.79337, -2.49028, 0.48976)
H (-1.69970, -1.52294, 1.05647)

As for the total charge: 0. For the lowest unoccupied orbital energy, the calculation gives 0.67 eV. The HOMO energy comes out at -10.132 eV. The HOMO-LUMO gap is 0.3970 Ha. The SMILES is C=CCO.O.O.O. Its molecular weight is 112.125 Da.


4 | Below is a 4-piece molecular cluster, C3H12O4 overall, with properties calculated with wB97M-V/def2-TZVPD.

Geometry (Å):
C (0.09566, -2.58155, -0.03326)
C (-0.25895, -2.35951, 1.40898)
C (-0.09652, -0.92149, 1.94788)
O (0.06896, 0.09286, 1.26321)
H (0.05471, -1.63430, -0.57438)
H (-0.45308, -3.26217, -0.65051)
H (1.17377, -2.75031, -0.12090)
H (-1.26529, -2.68578, 1.56714)
H (0.34799, -3.03550, 2.03619)
H (-0.37881, -0.79257, 2.98239)
O (0.09881, 2.43634, -1.97618)
H (0.26954, 3.36235, -1.75917)
H (-0.41980, 2.27324, -1.14219)
O (-1.16015, -0.49821, -3.97989)
H (-1.57502, 0.27720, -4.36107)
H (-0.53664, -0.69274, -4.74288)
O (1.25517, 2.80736, 2.55526)
H (1.49410, 3.36536, 1.80718)
H (0.74505, 2.04369, 2.11740)

As for the total charge: 0. For the lowest unoccupied orbital energy, the calculation gives 0.62 eV. The HOMO energy comes out at -10.386 eV. The HOMO-LUMO gap is 0.4046 Ha. The SMILES is CCC=O.O.O.O. Its molecular weight is 112.125 Da.


2 takes first place; second place is 0.156 eV up.


1 | Below is a 4-piece molecular cluster, C3H12O4 overall, with properties calculated with wB97M-V/def2-TZVPD.

Geometry (Å):
C (0.42831, 1.08983, 3.26335)
C (-0.39465, 0.08474, 2.41897)
C (-0.15385, 0.34846, 0.96847)
O (-0.32274, -0.50669, 0.14215)
H (0.19839, 2.12050, 3.01150)
H (1.49722, 0.91627, 3.13467)
H (0.27393, 0.89436, 4.31434)
H (-0.15736, -0.94996, 2.69461)
H (-1.40831, 0.33943, 2.73207)
H (0.20833, 1.38183, 0.84867)
O (-0.36052, -0.12532, -4.10986)
H (0.07334, -0.79628, -3.55411)
H (0.06598, -0.29279, -4.97713)
O (-1.98878, 0.93397, -1.64733)
H (-1.60147, 1.10217, -2.49929)
H (-2.45406, 0.10010, -1.64889)
O (1.94510, -2.06740, -2.09338)
H (2.75318, -2.44425, -1.71989)
H (1.39795, -2.12895, -1.27890)

As for the total charge: 0. For the lowest unoccupied orbital energy, the calculation gives 0.70 eV. The HOMO energy comes out at -9.722 eV. The HOMO-LUMO gap is 0.3832 Ha. The SMILES is CCC=O.O.O.O. Its molecular weight is 112.125 Da.


2 | Below is a 4-piece molecular cluster, C3H12O4 overall, with properties calculated with wB97M-V/def2-TZVPD.

Geometry (Å):
C (-0.54103, -0.36652, -2.33125)
C (-0.51197, 0.91390, -1.94363)
C (-0.34412, 1.27387, -0.45423)
O (1.03017, 1.38145, -0.09985)
H (-0.84043, -0.69217, -3.34097)
H (-0.16648, -1.17138, -1.73427)
H (-0.89246, 1.62922, -2.68150)
H (-0.84450, 0.47203, 0.13393)
H (-0.96737, 2.07873, -0.19929)
H (1.01225, 1.43061, 0.89137)
O (1.76137, -1.27795, -0.41989)
H (2.67010, -1.37852, -0.12823)
H (1.67865, -0.28187, -0.38132)
O (-0.71194, -1.68122, 1.60716)
H (-0.55421, -2.62289, 1.71823)
H (-0.42839, -1.47109, 0.69862)
O (-0.24086, 0.88257, 2.71124)
H (-0.80426, 0.93102, 3.49900)
H (-0.30453, -0.04980, 2.45488)

As for the total charge: 0. For the lowest unoccupied orbital energy, the calculation gives 0.60 eV. The HOMO energy comes out at -9.894 eV. The HOMO-LUMO gap is 0.3858 Ha. The SMILES is C=CCO.O.O.O. Its molecular weight is 112.125 Da.


1 takes first place; second place is 0.283 eV up.


1 | Below is the molecule C3H2S2, with properties calculated with wB97M-V/def2-TZVPD.

Geometry (Å):
S (3.61820, 0.84581, 0.03062)
C (2.13596, 0.30431, 0.11740)
C (0.74932, 0.38612, 0.05627)
C (0.34607, -0.95645, -0.04360)
S (1.67041, -1.90092, -0.05773)
H (0.31989, 1.34198, 0.26421)
H (-0.79205, -1.16327, -0.23864)

As for the total charge: 0. For the lowest unoccupied orbital energy, the calculation gives -0.96 eV. The HOMO energy comes out at -8.546 eV. The HOMO-LUMO gap is 0.2786 Ha. The SMILES is S=C1C=CS1. Its molecular weight is 102.183 Da.


2 | Below is the molecule C3H2S2, with properties calculated with wB97M-V/def2-TZVPD.

Geometry (Å):
C (0.85352, 0.04033, 0.04280)
C (-0.46109, 0.09150, 0.71394)
S (-1.24536, -1.44929, 0.12208)
C (-0.34342, -0.16805, -0.82847)
S (-1.35230, 1.44890, 0.02608)
H (1.27832, 1.02647, -0.14641)
H (1.27034, -0.98986, 0.06998)

As for the total charge: 0. For the lowest unoccupied orbital energy, the calculation gives -0.86 eV. The HOMO energy comes out at -9.157 eV. The HOMO-LUMO gap is 0.3051 Ha. The SMILES is C1[C@]23S[C@]12S3. Its molecular weight is 102.183 Da.


1 takes first place; second place is 1.729 eV up.


1 | Below is the molecule C3H2S2, with properties calculated with wB97M-V/def2-TZVPD.

Geometry (Å):
S (-1.69817, -2.31136, 0.26518)
C (-0.40686, -1.37409, 0.38147)
C (0.38394, -0.33174, 0.28757)
C (0.22912, 1.18369, -0.33794)
S (-1.01930, 1.55638, -1.27866)
H (1.46279, -0.43067, 0.72399)
H (1.04849, 1.70780, -0.04161)

As for the total charge: 0. For the lowest unoccupied orbital energy, the calculation gives -0.98 eV. The HOMO energy comes out at -8.818 eV. The HOMO-LUMO gap is 0.2879 Ha. The SMILES is S=C=CC=S. Its molecular weight is 102.183 Da.


2 | Below is C3H2S2 as an isolated structure, with properties calculated with wB97M-V/def2-TZVPD.

Geometry (Å):
C (1.54585, -0.26160, -0.19858)
C (2.79375, -0.55927, 0.23830)
C (0.26315, 0.13900, 0.30638)
S (4.31275, -0.35019, -0.02184)
S (1.50215, 1.49055, -0.00127)
H (-0.74320, 0.04357, -0.33504)
H (0.19306, 0.10526, 1.38964)

As for the total charge: 0. For the lowest unoccupied orbital energy (spin up / spin down), the calculation gives -0.87 / -0.87 eV. The HOMO energy (spin up / spin down) comes out at -8.088 / -8.089 eV. The HOMO-LUMO gap (spin up / spin down) is 0.2654 / 0.2654 Ha. Its molecular weight is 102.183 Da.


1 takes first place; second place is 1.016 eV up.


1 | Below is C2H5N2 as an isolated structure, with properties calculated with wB97M-V/def2-TZVPD.

Geometry (Å):
C (0.93847, -0.72657, 0.29138)
C (-0.62951, 0.31529, -0.30639)
N (-0.31865, -0.59834, 0.72092)
N (0.69942, 0.22380, -0.68177)
H (1.53176, -1.50763, 0.74390)
H (-1.44259, -0.03119, -0.95572)
H (-0.95529, 2.56730, 0.12336)
H (-1.08101, -1.06163, 1.30786)
H (1.25741, 0.81896, -1.24354)

As for the total charge: +1. For the lowest unoccupied orbital energy (spin up / spin down), the calculation gives -6.42 / -5.14 eV. The HOMO energy (spin up / spin down) comes out at -15.418 / -15.109 eV. The HOMO-LUMO gap (spin up / spin down) is 0.3307 / 0.3663 Ha. Its molecular weight is 57.076 Da.


2 | Below is an isolated ion of composition C2H5N2 and charge +1, with properties calculated with wB97M-V/def2-TZVPD.

Geometry (Å):
N (-1.58310, 0.10667, -0.09813)
C (-0.32372, -0.06963, -0.00857)
C (1.00873, -0.67807, -0.18678)
N (0.76485, 0.76252, 0.11985)
H (-2.35968, -0.54605, -0.26022)
H (-1.86481, 1.10209, 0.12529)
H (1.50476, -1.12732, 0.67715)
H (1.58967, -0.87380, -1.17085)
H (1.26329, 1.32358, 0.80226)

As for the total charge: +1. For the lowest unoccupied orbital energy, the calculation gives -4.60 eV. The HOMO energy comes out at -15.870 eV. The HOMO-LUMO gap is 0.4141 Ha. The SMILES is [NH2+]=C1CN1. Its molecular weight is 57.076 Da.


2 takes first place; second place is 4.005 eV up.